# 1
A cluster of 2 separate species, C4H9NO in total. Source: the Open Molecules 2025 dataset; level of theory: ωB97M-V/def2-TZVPD.

HOMO energy = -7.74 eV
energy = -287.69769 a.u.
lowest unoccupied orbital energy = 0.87 eV
orbital gap = 8.6 eV
energy above the lowest of the compared OMol25 structures with the same formula, charge and spin = 3.667 eV
maximum force = 0.4 eV Å⁻¹

Last column: Löwdin charge in e.
CARTESIAN COORDINATES (ANGSTROEM)
C 2.48613 -0.11156 0.49813  -0.19
C 1.85155 0.85919 -0.24772  -0.14
C -0.21669 0.15664 -0.14306  -0.24
O -0.03843 -0.90070 0.56627  0.01
N -1.47738 0.37997 -0.49189  -0.03
C -2.60192 -0.47636 -0.13051  -0.08
H 1.01798 -0.86613 0.72668  0.06
H 3.01943 -0.91631 -0.00231  0.05
H 2.75251 0.09098 1.53246  0.05
H 1.63523 1.83566 0.17825  0.06
H 1.89498 0.83580 -1.33331  0.06
H -1.65044 1.20479 -1.04503  0.13
H -3.52271 -0.05965 -0.54307  0.08
H -2.45660 -1.48785 -0.52218  0.09
H -2.69366 -0.54449 0.95728  0.09

Forces on the atoms, in the same order (eV/Å):
C 0.110 0.154 -0.076
C 0.280 -0.083 0.088
C -0.373 -0.022 -0.018
O 0.177 0.189 -0.091
N 0.233 0.046 -0.019
C -0.117 -0.105 0.059
H -0.157 -0.025 -0.015
H -0.097 0.091 0.081
H -0.057 -0.060 -0.121
H -0.022 -0.190 -0.114
H -0.081 0.040 0.188
H -0.012 -0.176 0.099
H 0.134 -0.044 0.046
H -0.019 0.167 0.042
H 0.002 0.017 -0.149

=====

# 2
A structure of composition C11H12F6MnNO4S2. Source: the Open Molecules 2025 dataset; level of theory: ωB97M-V/def2-TZVPD.

HOMO energy (spin up / spin down) = -17.89 / -18.28 eV
energy = -3327.96275 a.u.
spin multiplicity = 5
lowest unoccupied orbital energy (spin up / spin down) = -11.51 / -8.93 eV
charge = +2
⟨S²⟩ = 6.342
orbital gap (spin up / spin down) = 6.4 / 9.4 eV
energy above the lowest of the compared OMol25 structures with the same formula, charge and spin = 0.490 eV
maximum force = 2.0 eV Å⁻¹

Last column: Löwdin charge in e.
CARTESIAN COORDINATES (ANGSTROEM)
Mn 0.30779 0.10549 0.07025  1.04
C 0.86089 -3.33819 -0.65791  0.02
C -0.04231 -2.32176 -0.04647  -0.26
C 0.03633 -1.96168 1.30737  0.03
C -0.98179 -1.15973 1.93717  -0.21
C -0.98338 -0.96378 3.40536  0.02
C -2.04900 -0.68392 1.15350  0.03
C -2.12576 -0.95030 -0.21472  -0.21
C -3.32308 -0.58456 -1.00688  0.02
C -1.03785 -1.67035 -0.81911  0.02
H 1.65921 -2.86502 -1.23732  0.11
H 0.30514 -3.97003 -1.35006  0.11
H 1.32966 -3.96010 0.10128  0.11
H 0.76800 -2.45323 1.93856  0.16
H -0.34798 -0.11534 3.68989  0.13
H -0.57757 -1.83513 3.92031  0.12
H -1.98416 -0.74648 3.77288  0.11
H -2.87438 -0.18179 1.64236  0.16
H -3.21167 0.40500 -1.46594  0.13
H -4.20535 -0.53676 -0.37045  0.11
H -3.49367 -1.28972 -1.81983  0.11
H -1.12621 -1.93921 -1.86671  0.16
F 1.69566 2.77908 -3.70631  0.22
C 2.37841 1.72936 -3.33274  -0.68
F 3.66398 1.93381 -3.35901  0.23
F 2.03312 0.65718 -4.01111  0.20
S 1.88180 1.32944 -1.56338  0.74
O 0.38935 1.35526 -1.47832  -0.34
O 2.27124 -0.02380 -1.20472  -0.27
N 2.46638 2.46771 -0.66336  -0.24
S 1.97819 2.47582 0.83110  0.74
O 1.46178 1.09331 1.14659  -0.39
O 2.84815 3.04849 1.76696  -0.14
C 0.31927 3.41882 0.86524  -0.63
F 0.19125 4.19015 -0.17814  0.21
F 0.20771 4.08190 1.97462  0.23
F -0.68915 2.48008 0.82907  0.08

Forces on the atoms, in the same order (eV/Å):
Mn -1.269 -1.484 -0.169
C 0.336 0.064 -0.215
C -0.231 0.295 0.174
C -0.080 -0.090 -0.275
C -0.221 -0.072 -0.160
C 0.161 0.130 0.150
C 0.141 0.101 -0.137
C 0.192 0.053 0.359
C -0.088 0.207 -0.225
C 0.101 -0.337 0.156
H -0.021 0.031 0.035
H -0.042 -0.026 0.061
H -0.036 -0.002 0.020
H 0.161 0.220 0.000
H 0.042 -0.011 -0.068
H -0.005 -0.011 -0.030
H -0.008 -0.011 -0.018
H 0.045 0.107 0.001
H 0.076 -0.012 0.021
H 0.012 -0.013 0.010
H 0.016 -0.020 0.027
H 0.135 0.236 -0.071
F 0.040 0.003 0.012
C -0.006 0.050 -0.039
F -0.031 -0.011 0.014
F 0.017 0.071 -0.030
S 0.819 0.506 0.222
O -0.902 -0.108 -0.177
O 0.166 -0.291 -0.148
N 0.220 -0.037 -0.379
S -0.677 0.496 -0.311
O 0.320 -0.050 1.147
O 0.231 0.027 0.084
C -0.304 -0.271 -0.113
F 0.151 0.049 -0.127
F 0.179 0.062 0.215
F 0.358 0.147 -0.018

=====

# 3
The molecule C3H5ClN2O. Source: the Open Molecules 2025 dataset; level of theory: ωB97M-V/def2-TZVPD.

HOMO energy (spin up / spin down) = -9.31 / -9.31 eV
energy = -762.05869 a.u.
lowest unoccupied orbital energy (spin up / spin down) = -0.29 / -0.29 eV
orbital gap (spin up / spin down) = 9.0 / 9.0 eV
energy above the lowest of the compared OMol25 structures with the same formula, charge and spin = 5.945 eV
maximum force = 3.8 eV Å⁻¹

Last column: Löwdin charge in e.
CARTESIAN COORDINATES (ANGSTROEM)
C -0.11345 0.49741 -0.18778  -0.47
C 0.27935 -0.97269 -0.11915  -0.19
C -1.58070 0.61239 -0.00290  -0.05
N 0.73820 1.38946 -0.42243  0.22
N 2.33610 0.09446 -0.47752  -0.44
O 1.58883 -1.00096 -0.52567  -0.24
Cl 2.98523 0.26548 1.06921  0.59
H 0.06935 -1.28379 0.99187  0.16
H -0.38626 -1.54784 -0.76686  0.13
H -2.06880 -0.28941 -0.32094  0.06
H -2.01131 1.54905 -0.40811  0.09
H -1.83654 0.68644 1.17028  0.14

Forces on the atoms, in the same order (eV/Å):
C 0.610 0.361 -0.541
C -0.651 0.721 2.494
C -1.200 1.922 3.108
N 1.006 -2.215 0.268
N -2.526 2.232 -0.958
O 0.490 -2.262 -1.064
Cl 0.488 0.320 1.528
H 0.637 0.236 -1.766
H 0.543 -0.195 -0.103
H -0.414 -0.129 -0.449
H 0.251 -0.774 -0.072
H 0.766 -0.218 -2.444

=====

# 4
A cluster of 7 separate species, C38H96N6O14 in total. Source: the Open Molecules 2025 dataset; level of theory: ωB97M-V/def2-TZVPD.

HOMO energy = -8.32 eV
energy = -2886.93104 a.u.
lowest unoccupied orbital energy = 0.55 eV
SMILES string = COCCNCCOC.COCCNCCOC.COCCNCCOC.COCCNCCOC.COCCNCCOC.COCCNCCOC.OCCO
orbital gap = 8.9 eV
energy above the lowest of the compared OMol25 structures with the same formula, charge and spin = 1.596 eV
maximum force = 3.0 eV Å⁻¹

Last column: Löwdin charge in e.
CARTESIAN COORDINATES (ANGSTROEM)
C -4.87236 -7.47237 5.60990  -0.15
O -4.25403 -6.59401 4.76263  -0.22
C -4.79087 -6.42469 3.39711  -0.17
C -4.08779 -5.24742 2.77057  -0.22
N -4.25168 -4.04728 3.56608  -0.08
C -3.72043 -2.82932 3.08467  -0.25
C -3.62159 -1.77245 4.18370  -0.19
O -2.89283 -0.59009 3.75661  -0.23
C -3.62735 0.28429 2.88589  -0.08
H -5.92060 -7.21624 5.68472  0.08
H -4.35599 -7.53554 6.59229  0.10
H -4.84259 -8.48705 5.13690  0.09
H -5.86146 -6.24410 3.44371  0.11
H -4.73091 -7.38992 2.81201  0.14
H -4.51576 -5.06707 1.81184  0.11
H -2.98524 -5.44049 2.54534  0.14
H -3.94077 -4.25067 4.50562  0.11
H -4.31551 -2.57678 2.21218  0.11
H -2.62877 -2.92343 2.71666  0.14
H -2.94098 -2.14576 4.98829  0.14
H -4.57461 -1.56541 4.59584  0.11
H -4.52335 0.47459 3.38546  0.07
H -3.79600 -0.28352 1.94795  0.09
H -3.04600 1.17046 2.64495  0.06
C -1.97870 -7.11423 -5.12394  -0.11
O -1.28654 -6.23441 -5.98207  -0.23
C 0.14565 -6.47943 -5.96840  -0.18
C 0.73044 -5.13156 -6.50271  -0.19
N 0.25949 -3.97250 -5.78940  -0.08
C 0.72975 -3.82082 -4.46273  -0.22
C -0.25140 -3.09017 -3.54859  -0.21
O -1.54426 -3.67005 -3.52238  -0.18
C -2.45745 -2.84772 -2.82417  -0.08
H -1.35050 -7.34290 -4.20549  0.10
H -2.12167 -8.03001 -5.71055  0.09
H -2.86687 -6.60681 -4.81903  0.08
H 0.36213 -7.36723 -6.61046  0.12
H 0.37454 -6.75750 -4.93939  0.09
H 0.53785 -5.01889 -7.55537  0.11
H 1.81936 -5.08279 -6.29246  0.12
H -0.72511 -3.97905 -5.87833  0.09
H 1.71023 -3.26469 -4.48197  0.13
H 1.09326 -4.77760 -4.04860  0.11
H -0.33395 -2.09817 -3.87591  0.08
H 0.17957 -3.04357 -2.54020  0.13
H -2.28105 -1.86740 -3.14562  0.05
H -2.23267 -2.80645 -1.76049  0.08
H -3.44203 -3.25345 -2.92334  0.09
C -0.34936 5.98059 -0.11787  -0.10
O 0.22982 5.13746 0.85208  -0.26
C 0.87395 5.86086 1.92305  -0.16
C 1.51559 4.87462 2.94224  -0.20
N 2.52636 3.96657 2.48836  -0.03
C 3.07179 3.10279 3.51496  -0.20
C 4.42681 2.57925 3.08050  -0.21
O 4.32379 1.81678 1.91583  -0.24
C 5.47408 1.34300 1.26052  -0.07
H 0.32715 6.71698 -0.55909  0.09
H -1.16626 6.50094 0.41839  0.09
H -0.77374 5.27755 -0.84927  0.09
H 0.09508 6.42020 2.44966  0.13
H 1.60410 6.43966 1.42558  0.11
H 0.65428 4.34626 3.43210  0.11
H 1.91060 5.55438 3.65617  0.11
H 2.09863 3.39084 1.75999  0.10
H 2.41009 2.19432 3.74499  0.11
H 3.24583 3.59825 4.48030  0.13
H 4.85010 1.91106 3.81558  0.12
H 5.04694 3.41966 2.92466  0.11
H 6.09103 0.68802 1.93719  0.11
H 6.15972 2.14201 1.03111  0.09
H 5.16049 0.81379 0.40780  0.05
C -2.00965 3.74659 3.34575  -0.12
O -1.28068 3.89006 4.50062  -0.19
C -1.63004 3.07566 5.55779  -0.25
C -0.40374 2.65082 6.26442  -0.19
N 0.38030 1.74602 5.39896  -0.04
C 0.05786 0.33346 5.54289  -0.25
C 0.82012 -0.55916 4.70752  -0.22
O 2.20184 -0.64409 5.17646  -0.18
C 3.04654 -0.91583 4.07539  -0.12
H -3.15148 3.83437 3.47890  0.12
H -1.80035 2.81190 2.85713  0.05
H -1.66725 4.52015 2.68149  0.07
H -2.26439 2.23936 5.22135  0.13
H -2.23287 3.62180 6.26385  0.12
H -0.64408 2.22753 7.25817  0.12
H 0.32862 3.46560 6.39775  0.13
H 1.34270 1.80416 5.71629  0.10
H -1.00963 0.13893 5.35826  0.12
H 0.25759 0.04390 6.56119  0.12
H 0.72874 -0.19054 3.64922  0.11
H 0.35639 -1.58259 4.73801  0.14
H 2.82966 -0.18785 3.27181  0.07
H 2.92228 -1.92119 3.71126  0.08
H 4.09210 -0.81726 4.41157  0.09
C -3.78438 -0.31867 -6.75414  -0.10
O -3.38680 0.29074 -5.55248  -0.19
C -2.00786 0.39355 -5.43930  -0.25
C -1.76193 1.35423 -4.30918  -0.17
N -2.55915 1.13988 -3.02668  -0.02
C -2.15981 2.13550 -2.01160  -0.21
C -3.10133 2.25637 -0.82330  -0.23
O -4.37961 2.55686 -1.34414  -0.21
C -5.31462 2.80797 -0.30189  -0.10
H -3.26100 -1.23814 -6.97459  0.08
H -3.47807 0.35807 -7.53915  0.08
H -4.88111 -0.51250 -6.72031  0.10
H -1.42134 0.76878 -6.29641  0.14
H -1.69275 -0.59170 -5.18946  0.10
H -2.00702 2.34887 -4.64220  0.11
H -0.70447 1.28278 -4.08148  0.10
H -3.50831 1.23928 -3.23841  0.07
H -1.97247 3.09497 -2.50521  0.11
H -1.20511 1.90010 -1.48917  0.11
H -2.76606 3.11813 -0.18600  0.12
H -3.18061 1.34750 -0.25426  0.11
H -5.25448 1.96843 0.45522  0.09
H -6.30018 2.93794 -0.72489  0.08
H -5.06095 3.77902 0.20520  0.09
C 2.39185 0.83621 -3.65079  -0.11
O 2.96558 1.76936 -4.52697  -0.18
C 3.13443 3.04342 -3.99583  -0.22
C 4.27307 3.03120 -2.96208  -0.22
N 5.50076 2.64548 -3.64049  -0.06
C 6.61670 2.41949 -2.72688  -0.20
C 6.67829 1.05382 -2.04059  -0.25
O 6.79046 0.08855 -3.02551  -0.18
C 7.01215 -1.22539 -2.60308  -0.10
H 2.04371 0.02391 -4.23315  0.07
H 1.41824 1.16812 -3.18671  0.09
H 3.02171 0.55844 -2.81968  0.08
H 2.25404 3.43214 -3.50184  0.11
H 3.42658 3.62506 -4.86688  0.13
H 4.03606 2.42146 -2.08359  0.10
H 4.46806 4.04216 -2.55160  0.12
H 5.34581 1.80169 -4.22554  0.12
H 6.51322 3.09168 -1.84921  0.12
H 7.57378 2.64635 -3.29273  0.13
H 5.81066 0.86326 -1.42512  0.09
H 7.57321 1.09090 -1.46430  0.11
H 7.38561 -1.77641 -3.46804  0.10
H 6.14320 -1.65851 -2.26769  0.05
H 7.74568 -1.27317 -1.78712  0.09
C 1.15682 0.57673 0.67812  -0.21
C 0.19979 1.32772 1.51059  -0.26
O -0.54772 2.30654 0.84011  -0.08
O 2.35184 1.28160 0.24454  -0.07
H 0.59538 0.12696 -0.15645  0.13
H 1.45330 -0.25986 1.22408  0.08
H 0.58677 1.68782 2.49613  0.11
H -0.65200 0.69941 1.78272  0.12
H -0.11566 3.14235 0.71727  0.05
H 2.94802 1.39756 0.99189  0.02

Forces on the atoms, in the same order (eV/Å):
C -0.421 -1.946 -0.484
O 1.047 1.741 -2.039
C 0.222 -1.353 1.321
C 1.641 0.203 0.022
N -0.751 -1.081 1.345
C 2.288 0.103 -0.950
C 2.183 0.200 -0.521
O -0.254 -0.200 0.206
C 1.387 -2.136 -0.855
H -0.509 0.066 0.604
H -0.373 0.363 -0.713
H -0.050 0.270 0.565
H -0.278 0.371 0.307
H 0.542 0.893 0.502
H -0.547 0.068 -0.928
H -1.031 -0.142 0.450
H 0.062 -0.033 0.115
H -0.067 0.687 -0.104
H -1.194 -0.025 0.196
H -0.757 -0.051 -0.483
H -1.113 0.599 0.474
H -1.760 0.873 0.412
H -0.261 0.570 0.207
H 0.028 -0.045 0.317
C 1.654 -0.413 0.004
O 0.995 0.009 0.232
C -1.500 0.516 -0.958
C 1.573 -0.625 1.667
N -0.281 0.189 -1.424
C 1.244 -0.109 0.875
C 0.496 -1.447 0.497
O 0.448 -0.689 -0.212
C 1.129 -1.024 0.722
H -0.784 0.165 -0.849
H -0.532 -0.194 0.581
H -0.815 -0.034 0.120
H 0.134 0.655 0.223
H 0.599 0.333 0.048
H -0.053 -0.097 -0.406
H -0.252 -0.603 -0.725
H -1.179 0.214 0.492
H -0.890 0.127 0.129
H -0.683 -0.094 0.305
H -0.177 1.757 -0.668
H -0.035 -0.115 0.089
H -0.688 1.804 -0.736
H 0.167 -0.296 0.468
H -0.589 0.074 -0.447
C -1.074 -0.525 0.819
O 0.814 -0.424 0.465
C -0.444 -2.433 -0.250
C -2.387 0.249 -0.137
N -0.036 0.094 -0.826
C -0.396 -1.809 0.157
C -0.264 -0.707 0.310
O -0.979 -0.351 -1.021
C 1.123 0.127 2.558
H 0.169 -0.203 -0.029
H 0.051 0.199 -0.663
H 0.120 0.615 -0.094
H 0.284 0.354 0.060
H 0.967 1.208 -0.093
H 0.634 0.325 -0.198
H 0.629 0.454 1.032
H 0.486 0.105 0.057
H 0.572 1.149 -0.220
H -0.262 0.270 -0.341
H 0.261 0.018 0.831
H 1.057 1.024 -0.261
H -0.688 0.123 -0.449
H 0.115 0.626 -0.530
H -0.355 -0.573 -0.928
C -1.906 0.176 -0.464
O 0.581 0.918 0.241
C -0.898 -0.180 0.323
C 1.777 -0.948 -0.178
N 0.318 -0.350 0.170
C -1.653 0.911 1.458
C 0.976 -1.643 -1.562
O -1.166 0.359 -0.923
C 0.521 0.806 0.322
H 1.442 0.013 0.012
H 0.051 -0.589 -0.211
H -0.080 0.385 -0.432
H 0.410 -0.162 0.052
H -0.593 0.494 0.399
H 0.069 -0.011 -0.243
H -0.920 0.286 0.231
H 0.060 0.164 -0.244
H 0.189 0.283 -0.089
H -0.142 -0.359 0.896
H 0.572 -0.425 0.731
H 0.469 0.699 -0.063
H 0.365 -0.333 0.109
H -0.220 -0.569 -0.307
H -0.396 0.093 -0.120
C -0.608 0.296 0.000
O -1.094 0.118 -0.580
C -0.112 0.422 1.238
C -0.568 -0.168 1.745
N 2.906 -0.463 -0.229
C 0.823 -0.569 0.378
C -0.210 1.576 -1.143
O -1.020 0.191 0.308
C 1.175 0.138 0.647
H 0.204 -0.657 0.324
H -0.467 0.250 -0.747
H 0.861 0.320 -0.132
H -0.616 -0.145 -0.228
H 0.988 -0.990 0.166
H 0.186 0.684 -0.419
H 0.246 0.276 0.280
H -1.657 0.261 -0.345
H -0.339 0.401 0.209
H -0.249 -0.308 -0.820
H -0.061 -0.854 -0.244
H 0.315 -0.564 0.463
H -0.397 0.832 -0.639
H -0.223 -0.333 -0.133
H -0.089 -0.770 -0.156
C -1.573 0.888 0.717
O -0.655 -0.820 -0.239
C 1.320 0.205 0.811
C 0.405 0.819 -0.371
N 0.173 -0.935 -0.132
C 0.159 0.366 0.028
C -0.088 0.666 -1.232
O 0.164 -0.297 -1.175
C 2.094 0.836 -0.572
H 0.318 -1.208 -0.636
H 0.838 0.440 -0.236
H 0.439 -0.317 0.132
H -0.648 0.086 -0.106
H -0.036 0.485 0.220
H -0.262 -0.263 -0.040
H -0.418 -0.230 -0.260
H 0.127 0.756 0.604
H 0.222 0.271 -0.722
H -0.899 -0.430 0.904
H -0.358 0.069 0.289
H 0.836 -0.240 1.050
H 0.007 -0.029 0.150
H -2.300 -1.179 0.859
H 0.126 0.025 -0.124
C 0.816 0.488 -1.279
C -1.406 0.793 1.316
O -0.546 0.167 -0.638
O -1.866 -0.370 -0.638
H 0.493 0.655 -0.319
H 0.669 -1.643 1.239
H 0.145 0.020 -0.692
H 0.514 -0.956 0.312
H 0.761 0.843 0.078
H 0.199 0.068 0.409